{"formula": "C3H5CuO3", "method": "ωB97M-V with the def2-TZVPD basis set", "species": ["H", "C", "C", "O", "C", "O", "H", "H", "H", "H", "Cu", "O"], "coordinates": [[-2.138, -0.443, 1.132], [-1.873, -1.093, 0.281], [-0.577, -0.952, -0.498], [0.522, -0.652, 0.379], [1.598, -0.095, -0.110], [2.458, -0.024, 0.862], [-1.908, -2.038, 0.839], [-1.863, -1.793, -0.842], [-0.236, -1.809, -1.107], [3.351, 0.039, 0.502], [0.136, 2.090, -0.082], [-1.316, 0.439, -0.623]], "forces_ev_per_angstrom": [[-0.771, 0.682, -1.225], [2.124, -5.671, -2.547], [-0.599, 4.389, 4.716], [0.504, -0.318, 0.225], [-0.436, 0.637, -0.423], [0.214, -0.748, 0.287], [0.570, -0.524, 0.356], [-4.166, 2.096, 2.243], [-0.310, 1.148, -0.900], [0.128, 0.617, -0.052], [-0.197, -1.052, -0.344], [2.939, -1.256, -2.337]], "lowdin_charge": [0.145, -0.049, -0.303, -0.039, -0.169, 0.110, 0.114, 0.227, 0.183, 0.134, 0.720, -0.073], "e_tot_ha": -1982.88930, "largest_force_ev_per_a": 6.57, "homo_ev": [-14.0, -14.0], "spin_multiplicity": 2, "s_squared": 0.758, "e_above_lowest_kcal_mol": 185.72, "charge": 1, "homo_lumo_gap_ev": [8.37, 7.42]}